30
Properties=species:S:1:pos:R:3:forces:R:3 method="wB97M-V/def2-TZVPD" gap_ev=9.594 largest_force_ev_per_a=5.08 smiles=O.O.O.O.O.O.O.O.O.O lumo_energy_ev=0.1 e_tot_ha=-764.2707 mol_weight_g_mol=180.150
O 1.89065 -2.21392 2.41456 1.411 3.297 1.746
H 2.15933 -1.49790 1.85956 0.524 0.528 -1.940
H -1.44436 2.32885 -2.45270 0.811 -0.054 -0.522
H 0.16335 2.60060 2.86636 0.615 0.181 0.305
H 1.15378 -3.60716 1.55568 -0.236 -0.532 0.632
H -5.70540 0.54785 -0.97653 0.086 0.010 0.025
O -0.68123 2.40731 2.48184 2.922 -1.272 -3.765
H -3.06102 -3.67351 -2.89790 0.959 2.496 0.950
H 3.28951 -2.64743 -1.70435 -2.195 0.123 1.213
H 1.24030 3.31893 -0.66142 -1.879 -1.056 2.985
H -0.27846 2.55714 -3.46434 0.156 0.764 -1.755
O -4.85133 0.49135 -0.53348 -0.185 -0.002 0.169
O -0.48871 2.21878 -2.62713 -1.315 -0.865 2.202
H 0.14238 0.11196 1.50959 0.393 0.202 -0.131
H -1.28440 2.59539 3.10391 -3.494 1.078 3.533
O 2.44087 -2.84562 -1.19207 2.244 -1.206 -0.943
H -5.07102 0.46120 0.40735 0.095 -0.014 -0.219
O 0.27889 -0.03599 0.56164 2.602 0.970 1.544
H 3.33541 2.27539 -0.43448 0.655 1.280 -0.341
O 1.64291 3.49362 -1.44922 1.611 2.632 -3.693
O -2.79957 -2.73357 -2.55806 -1.542 -2.478 -1.023
O 2.66737 1.75823 -0.03372 -0.897 -2.009 1.413
O 0.76785 -4.08950 2.29992 -1.586 -2.265 -0.712
H 1.29745 4.37161 -1.70855 0.233 -0.739 0.080
H 1.41977 -4.07721 2.99375 0.241 0.052 -0.121
H 1.91911 -1.62764 3.20006 -0.342 -1.093 0.328
H 2.17627 2.23925 0.64679 0.681 -0.001 -0.436
H -3.67892 -2.31294 -2.52278 0.594 0.009 0.103
H -0.55428 -0.33739 0.35648 -3.042 -1.221 -1.431
H 1.91351 -2.07768 -1.04078 -0.119 1.186 -0.196